{"formula": "C9H13N3", "method": "ωB97M-V with the def2-TZVPD basis set", "total_energy_ev": -14007.19014, "e_homo_ev": [-7.91, -7.37], "e_above_lowest_kj_mol": 581.0, "orbital_gap_ev": [8.67, 8.04], "mol_weight_g_mol": 163.2, "elements": ["C", "C", "C", "C", "C", "C", "C", "C", "C", "N", "N", "N", "H", "H", "H", "H", "H", "H", "H", "H", "H", "H", "H", "H", "H"], "coordinates": [[-0.174162, -1.321992, 1.567017], [0.636175, -0.012272, 1.615679], [1.090407, -0.867388, -1.276368], [1.331795, 0.614102, -1.317540], [-1.042848, -1.043855, 0.314827], [-0.092508, 1.066238, 0.889615], [-0.381083, -1.126573, -1.001995], [0.344363, 1.544544, -0.504912], [-1.498359, 0.429221, 0.531999], [-1.455234, 0.719048, -1.796815], [-0.854045, 1.779716, -1.250799], [-1.988116, 1.162036, -0.642918], [0.440932, -2.147887, 1.636848], [-1.084588, -1.458987, 2.339836], [0.786029, 0.173152, 2.578396], [1.585844, -0.093812, 0.985879], [1.458098, -1.287966, -2.133487], [1.689398, -1.388082, -0.447623], [2.332710, 0.854403, -0.896552], [1.236731, 1.042896, -2.338098], [-1.911313, -1.791812, 0.426964], [-0.165804, 1.964288, 1.506583], [-0.957229, -1.835521, -1.694562], [0.831997, 2.537934, -0.431903], [-2.159189, 0.488567, 1.339930]], "forces_ev_per_angstrom": [[-3.635, 2.612, 0.066], [1.185, -1.474, -3.853], [-1.120, -0.161, 3.472], [0.356, 2.295, 0.798], [-1.483, -1.607, 0.485], [-2.188, 0.744, -0.330], [-1.672, -0.547, -2.909], [2.282, -0.612, 0.232], [2.202, -0.279, -0.025], [0.640, -4.919, -2.620], [0.823, 3.430, -0.190], [-1.886, 0.121, 2.709], [0.998, -2.004, -0.331], [2.622, 0.653, -0.782], [1.347, 1.380, 3.963], [-0.762, -0.457, 1.747], [0.416, -1.236, -2.375], [-0.658, 0.792, -0.936], [-0.356, -0.114, -0.620], [0.412, -0.548, 0.405], [0.962, 1.256, -0.870], [-0.363, -0.082, 0.038], [1.275, 1.099, 0.831], [-0.145, -0.600, 0.002], [-1.253, 0.257, 1.090]], "mulliken_charge": [-0.878, -0.878, -0.774, -1.141, 0.413, -0.143, -0.464, 0.067, -0.656, -0.569, -0.084, -0.230, 0.390, 0.327, 0.550, 0.148, 0.441, 0.228, 0.413, 0.411, 0.473, 0.569, 0.313, 0.495, 0.581]}



{"formula": "C4H11ClNO2SmV", "method": "ωB97M-V with the def2-TZVPD basis set", "total_energy_ev": -66019.55391, "s2": 12.067, "e_homo_ev": [-8.69, -8.64], "orbital_gap_ev": [7.71, 7.77], "multiplicity": 7, "mol_weight_g_mol": 341.9, "elements": ["Sm", "Cl", "C", "H", "H", "H", "V", "C", "C", "C", "H", "H", "H", "H", "H", "H", "H", "H", "O", "N", "O"], "coordinates": [[0.291701, -0.072676, 0.471066], [-0.317881, 1.948283, -1.376564], [-2.020276, -0.229066, 0.751429], [-1.889818, -0.700203, 1.735320], [-2.538124, -0.875696, 0.001604], [-2.411130, 0.820058, 0.825719], [0.475593, 0.254791, -2.735744], [2.371318, 0.790320, -3.240825], [-0.726367, 0.105532, -4.354997], [0.407903, -1.293059, -1.784791], [-1.130221, -0.919970, -4.397593], [-1.577166, 0.807045, -4.336342], [-0.143709, 0.292042, -5.273169], [3.072880, 0.010457, -2.902021], [2.458448, 0.876168, -4.338458], [2.703006, 1.748636, -2.804888], [-0.460783, -2.010160, -1.543455], [1.404456, -1.675500, -1.332719], [0.619348, 1.850204, 3.816283], [0.605028, 1.089428, 2.900146], [0.037795, 1.590167, 1.762699]], "forces_ev_per_angstrom": [[-0.736, -0.092, 0.116], [0.305, -0.438, 0.150], [0.349, 0.152, -1.082], [-0.605, -0.073, 0.162], [0.067, 0.542, 0.876], [0.134, -1.184, 0.019], [-0.061, 0.865, -1.255], [0.342, 0.039, 0.015], [-0.323, -0.170, -0.282], [0.222, -1.697, 1.619], [0.154, 0.298, -0.069], [0.336, -0.119, 0.079], [-0.117, -0.076, 0.236], [-0.136, 0.120, -0.161], [-0.049, -0.070, 0.307], [-0.252, -0.250, -0.142], [1.175, 0.973, -0.430], [-1.076, 0.201, -0.751], [0.097, -0.786, -0.508], [-0.607, 1.105, -0.729], [0.784, 0.660, 1.828]], "mulliken_charge": [1.303, -0.381, -1.148, 0.405, 0.315, 0.212, 0.585, -0.970, -0.861, -1.159, 0.222, 0.264, 0.269, 0.261, 0.262, 0.272, 0.373, 0.378, -0.350, 0.110, -0.364]}